(1)
9 unconnected molecules or ions with the total composition C54H135O36P9. Source: the OMol25 dataset; level of theory: ωB97M-V/def2-TZVPD.

Geometry (Å):
C1 0.151 2.537 10.038
C2 0.460 3.435 11.252
O1 -0.691 3.726 12.006
P1 -1.286 2.921 13.229
O2 -2.505 3.512 13.915
O3 0.066 2.713 14.154
C3 0.593 3.690 15.028
C4 1.483 4.756 14.311
O4 -1.518 1.439 12.528
C5 -0.726 0.299 12.933
C6 -1.379 -0.401 14.086
H1 -0.201 1.524 10.232
H2 -0.691 2.865 9.428
H3 1.015 2.548 9.374
H4 1.189 2.880 11.843
H5 0.936 4.398 11.067
H6 -0.179 4.232 15.574
H7 1.127 3.281 15.885
H8 2.135 4.352 13.537
H9 0.895 5.635 14.047
H10 2.234 5.117 15.013
H11 -0.814 -0.432 12.129
H12 0.312 0.547 13.156
H13 -2.180 -0.935 13.574
H14 -0.796 -1.259 14.422
H15 -1.501 0.342 14.874
C7 -4.140 2.554 -5.699
C8 -4.198 1.180 -5.039
O5 -3.192 1.298 -4.003
P2 -2.175 0.085 -3.629
O6 -2.603 -1.187 -4.306
O7 -0.728 0.597 -4.191
C9 -0.261 0.070 -5.432
C10 -0.565 0.915 -6.666
O8 -1.972 0.112 -2.018
C11 -1.380 1.248 -1.408
C12 -1.448 0.860 0.074
H16 -4.675 3.375 -5.220
H17 -3.181 2.884 -6.097
H18 -4.795 2.551 -6.571
H19 -5.182 0.934 -4.640
H20 -4.079 0.296 -5.666
H21 0.803 -0.021 -5.215
H22 -0.712 -0.907 -5.609
H23 -0.155 1.894 -6.416
H24 -0.075 0.433 -7.512
H25 -1.618 1.165 -6.795
H26 -0.419 1.414 -1.895
H27 -1.941 2.157 -1.624
H28 -0.805 0.041 0.396
H29 -1.086 1.685 0.687
H30 -2.406 0.472 0.422
C13 11.607 3.935 -1.267
C14 11.048 2.571 -0.932
O9 10.057 2.324 -1.915
P3 10.410 1.479 -3.286
O10 11.647 1.965 -3.922
O11 10.672 -0.019 -2.719
C15 11.384 -0.974 -3.574
C16 10.816 -2.350 -3.382
O12 9.051 1.506 -4.225
C17 7.732 1.274 -3.737
C18 6.983 2.610 -3.637
H31 12.548 4.124 -0.749
H32 11.885 3.794 -2.312
H33 10.950 4.804 -1.247
H34 11.775 1.760 -0.891
H35 10.623 2.542 0.071
H36 11.439 -0.855 -4.656
H37 12.414 -1.033 -3.222
H38 9.728 -2.333 -3.438
H39 11.236 -3.094 -4.059
H40 11.018 -2.669 -2.359
H41 7.280 0.565 -4.431
H42 7.672 0.706 -2.809
H43 7.074 3.193 -4.553
H44 5.926 2.515 -3.385
H45 7.385 3.300 -2.895
C19 4.672 7.521 -20.847
C20 3.774 6.804 -19.763
O13 3.849 7.424 -18.526
P4 2.583 7.059 -17.483
O14 1.279 7.346 -18.128
O15 2.849 5.429 -17.159
C21 2.418 4.887 -15.899
C22 3.489 4.048 -15.278
O16 3.063 7.835 -16.114
C23 4.329 7.711 -15.601
C24 4.318 8.743 -14.366
H46 4.328 8.555 -20.873
H47 5.719 7.540 -20.546
H48 4.613 6.987 -21.796
H49 2.761 6.973 -20.127
H50 3.869 5.728 -19.623
H51 1.899 5.628 -15.290
H52 1.626 4.199 -16.195
H53 3.142 3.310 -14.555
H54 3.894 3.403 -16.058
H55 4.428 4.475 -14.924
H56 4.373 6.691 -15.217
H57 5.132 7.916 -16.308
H58 3.307 8.942 -14.010
H59 5.003 8.488 -13.557
H60 4.774 9.690 -14.656
C25 4.926 -2.604 4.404
C26 4.074 -1.508 3.931
O17 4.761 -0.233 4.217
P5 5.337 0.858 3.115
O18 4.463 1.158 1.946
O19 6.830 0.295 2.774
C27 7.012 -0.845 2.077
C28 8.148 -1.742 2.675
O20 5.667 2.150 4.039
C29 5.568 3.424 3.552
C30 4.104 3.843 3.463
H61 4.474 -3.592 4.490
H62 5.700 -2.797 3.662
H63 5.224 -2.330 5.416
H64 3.831 -1.513 2.868
H65 3.143 -1.404 4.488
H66 6.139 -1.414 1.758
H67 7.374 -0.450 1.128
H68 7.936 -2.115 3.677
H69 8.217 -2.594 1.999
H70 9.144 -1.308 2.771
H71 6.029 3.992 4.360
H72 6.088 3.743 2.649
H73 3.389 3.278 4.061
H74 3.965 4.923 3.525
H75 3.736 3.629 2.460
C31 -12.007 -6.133 0.740
C32 -12.804 -5.231 1.703
O21 -12.719 -3.904 1.233
P6 -11.646 -2.808 1.730
O22 -11.785 -2.392 3.145
O23 -10.243 -3.401 1.290
C33 -9.084 -3.452 2.197
C34 -8.010 -2.444 1.592
O24 -11.947 -1.569 0.659
C35 -12.571 -0.324 0.923
C36 -14.022 -0.614 0.526
H76 -12.072 -7.154 1.115
H77 -12.614 -6.165 -0.165
H78 -10.920 -6.045 0.734
H79 -13.882 -5.383 1.744
H80 -12.594 -5.278 2.772
H81 -9.270 -3.264 3.255
H82 -8.668 -4.451 2.070
H83 -7.165 -2.281 2.262
H84 -7.896 -2.810 0.572
H85 -8.551 -1.512 1.435
H86 -12.417 -0.079 1.974
H87 -12.152 0.501 0.347
H88 -14.162 -0.861 -0.526
H89 -14.404 -1.465 1.090
H90 -14.674 0.247 0.669
C37 -0.643 -10.914 -4.200
C38 0.596 -10.051 -3.672
O25 1.514 -10.011 -4.756
P7 1.695 -8.621 -5.587
O26 2.776 -8.571 -6.602
O27 0.180 -8.116 -6.012
C39 -0.377 -8.503 -7.327
C40 -0.391 -7.150 -8.047
O28 2.003 -7.531 -4.395
C41 3.349 -7.089 -4.150
C42 3.580 -5.780 -4.924
H91 -0.407 -11.954 -4.426
H92 -1.472 -10.960 -3.493
H93 -1.212 -10.461 -5.012
H94 0.263 -9.055 -3.383
H95 0.948 -10.543 -2.765
H96 0.191 -9.248 -7.885
H97 -1.415 -8.813 -7.201
H98 -0.365 -7.230 -9.134
H99 -1.278 -6.608 -7.718
H100 0.405 -6.502 -7.681
H101 3.286 -6.906 -3.078
H102 4.158 -7.786 -4.366
H103 2.741 -5.089 -4.840
H104 4.448 -5.187 -4.635
H105 3.661 -6.285 -5.887
C43 -2.887 -7.920 9.825
C44 -3.847 -7.170 8.944
O29 -3.344 -6.788 7.646
P8 -2.828 -7.825 6.541
O30 -1.516 -8.504 6.910
O31 -4.091 -8.874 6.420
C45 -5.437 -8.505 6.118
C46 -5.662 -8.828 4.664
O32 -3.069 -7.044 5.136
C47 -1.927 -6.251 4.576
C48 -1.543 -6.476 3.119
H106 -3.486 -8.096 10.718
H107 -2.532 -8.850 9.382
H108 -2.086 -7.227 10.084
H109 -4.696 -7.837 8.791
H110 -4.267 -6.252 9.356
H111 -6.034 -9.096 6.813
H112 -5.624 -7.513 6.528
H113 -5.230 -9.777 4.345
H114 -6.724 -8.723 4.444
H115 -5.199 -7.994 4.136
H116 -2.280 -5.225 4.678
H117 -1.023 -6.334 5.179
H118 -1.535 -7.517 2.794
H119 -2.155 -5.950 2.386
H120 -0.502 -6.309 2.844
C49 -5.844 4.593 4.689
C50 -5.402 5.907 5.421
O33 -4.125 6.390 4.975
P9 -3.507 7.753 5.598
O34 -4.552 8.795 5.488
O35 -2.112 8.083 4.797
C51 -2.001 8.583 3.470
C52 -2.158 7.382 2.447
O36 -2.936 7.329 7.114
C53 -2.865 8.445 8.024
C54 -1.388 8.691 8.519
H121 -5.031 3.945 4.361
H122 -6.356 3.868 5.322
H123 -6.423 4.846 3.801
H124 -6.140 6.696 5.279
H125 -5.499 5.714 6.489
H126 -2.544 9.471 3.145
H127 -1.028 9.053 3.324
H128 -1.342 6.793 2.028
H129 -2.903 6.631 2.709
H130 -2.710 7.699 1.562
H131 -3.244 9.343 7.537
H132 -3.522 8.161 8.847
H133 -0.628 8.772 7.742
H134 -1.239 9.598 9.104
H135 -1.206 7.937 9.285

## Properties
**E**: -215512.2038 eV
**HOMO level**: -10.434 eV
**HOMO-LUMO gap**: 10.6 eV
**Total charge**: 0
**ΔE to the lowest compared entry with this formula, charge and spin**: 192.8 kcal/mol

(2)
13 unconnected molecules or ions with the total composition C54H139N5O18. Source: the OMol25 dataset; level of theory: ωB97M-V/def2-TZVPD.

Geometry (Å):
C1 -1.321 0.843 3.499
O1 -0.549 -0.233 3.963
C2 0.472 0.142 4.827
C3 1.495 -0.994 5.008
N1 2.183 -1.323 3.724
C4 2.947 -2.594 3.859
C5 3.656 -2.972 2.519
O2 2.641 -3.487 1.652
C6 3.110 -3.745 0.308
H1 -2.194 0.514 2.956
H2 -0.777 1.673 2.952
H3 -1.745 1.463 4.339
H4 0.072 0.404 5.832
H5 0.971 1.034 4.418
H6 0.974 -1.862 5.359
H7 2.366 -0.876 5.637
H8 1.487 -1.338 2.912
H9 2.448 -3.449 4.301
H10 3.779 -2.404 4.577
H11 4.362 -3.766 2.824
H12 4.328 -2.199 2.077
H13 2.238 -3.523 -0.353
H14 3.339 -4.821 0.113
H15 3.814 -2.980 0.041
C7 -4.646 5.557 -5.935
O3 -4.235 4.498 -5.186
C8 -4.388 3.296 -5.893
C9 -3.571 2.169 -5.268
N2 -4.204 1.530 -4.103
C10 -3.324 0.672 -3.352
C11 -4.005 0.097 -2.111
O4 -4.407 1.179 -1.346
C12 -5.041 0.591 -0.196
H16 -3.992 5.802 -6.772
H17 -4.664 6.404 -5.263
H18 -5.703 5.557 -6.226
H19 -3.969 3.482 -6.907
H20 -5.439 3.047 -6.122
H21 -2.563 2.562 -5.072
H22 -3.433 1.477 -6.043
H23 -4.601 2.282 -3.483
H24 -2.330 1.174 -3.086
H25 -3.017 -0.214 -4.000
H26 -3.294 -0.559 -1.548
H27 -4.876 -0.480 -2.453
H28 -5.117 1.400 0.548
H29 -4.576 -0.310 0.170
H30 -6.026 0.264 -0.478
C13 -1.864 4.854 2.884
O5 -1.336 4.406 1.630
C14 -2.341 3.758 0.814
C15 -1.719 3.471 -0.565
N3 -1.272 4.672 -1.220
C16 0.124 5.100 -1.136
C17 0.896 4.859 -2.425
O6 2.222 5.210 -2.094
C18 3.207 5.048 -3.063
H31 -2.376 5.797 2.831
H32 -0.956 5.145 3.411
H33 -2.261 4.042 3.527
H34 -3.172 4.434 0.794
H35 -2.714 2.890 1.294
H36 -2.311 2.852 -1.201
H37 -0.771 2.925 -0.378
H38 -1.873 5.473 -1.219
H39 0.552 4.468 -0.368
H40 0.063 6.112 -0.889
H41 0.566 5.469 -3.261
H42 0.824 3.814 -2.755
H43 3.142 3.998 -3.441
H44 4.177 5.158 -2.576
H45 3.163 5.675 -3.964
C19 -3.932 -1.948 -5.903
O7 -3.247 -3.142 -5.572
C20 -2.238 -3.071 -4.564
C21 -1.597 -4.434 -4.462
N4 -2.571 -5.464 -4.212
C22 -2.046 -6.756 -4.659
C23 -1.035 -7.334 -3.826
O8 0.231 -6.734 -4.061
C24 1.301 -7.403 -3.506
H46 -4.599 -2.105 -6.746
H47 -3.234 -1.170 -6.099
H48 -4.501 -1.675 -5.031
H49 -2.707 -2.753 -3.585
H50 -1.546 -2.299 -4.873
H51 -0.917 -4.361 -3.620
H52 -1.014 -4.537 -5.407
H53 -3.414 -5.261 -4.751
H54 -1.769 -6.697 -5.709
H55 -2.826 -7.480 -4.534
H56 -0.883 -8.427 -4.051
H57 -1.381 -7.209 -2.754
H58 1.166 -7.540 -2.426
H59 2.172 -6.835 -3.777
H60 1.525 -8.462 -3.872
C25 0.097 -4.512 -1.167
O9 -0.075 -3.104 -1.285
C26 -0.814 -2.577 -0.196
C27 -0.578 -1.064 -0.062
N5 0.718 -0.757 0.510
C28 1.032 0.635 0.456
C29 2.239 0.909 1.363
O10 2.996 2.038 0.974
C30 2.352 3.246 1.299
H61 0.664 -4.884 -0.312
H62 0.763 -4.760 -2.005
H63 -0.893 -5.026 -1.279
H64 -0.509 -3.013 0.766
H65 -1.908 -2.820 -0.407
H66 -1.421 -0.745 0.560
H67 -0.644 -0.660 -1.093
H68 1.445 -1.180 -0.097
H69 0.116 1.156 0.865
H70 1.167 1.001 -0.580
H71 2.879 0.006 1.238
H72 1.878 0.990 2.411
H73 2.704 4.000 0.580
H74 2.576 3.478 2.320
H75 1.229 3.206 1.180
C31 -3.529 -2.597 4.024
C32 -4.855 -1.780 4.112
C33 -5.224 -1.156 5.459
O11 -4.778 -0.780 3.064
H76 -3.511 -3.399 4.732
H77 -2.663 -1.934 4.192
H78 -3.434 -2.978 2.993
H79 -5.674 -2.477 3.862
H80 -6.220 -0.744 5.346
H81 -4.519 -0.279 5.454
H82 -4.979 -1.875 6.311
H83 -5.582 -0.932 2.559
C34 0.546 8.853 0.663
C35 1.437 7.804 1.276
C36 2.161 8.400 2.489
O12 0.784 6.673 1.786
H84 -0.238 8.397 0.070
H85 1.235 9.407 0.045
H86 0.069 9.425 1.406
H87 2.206 7.418 0.541
H88 2.526 9.372 2.322
H89 2.905 7.746 2.915
H90 1.397 8.506 3.253
H91 0.214 6.325 1.066
C37 1.882 0.806 -3.890
C38 1.671 -0.466 -3.055
C39 1.541 -1.717 -3.879
O13 2.770 -0.707 -2.168
H92 2.069 1.730 -3.255
H93 1.025 0.988 -4.534
H94 2.745 0.773 -4.517
H95 0.661 -0.323 -2.549
H96 2.404 -1.656 -4.470
H97 0.599 -1.617 -4.455
H98 1.505 -2.653 -3.247
H99 3.022 0.117 -1.765
C40 2.812 5.639 5.045
C41 3.468 4.300 4.957
C42 4.411 4.104 6.146
O14 2.390 3.343 5.073
H100 2.299 5.894 4.151
H101 3.632 6.402 5.219
H102 2.299 5.701 5.989
H103 4.022 4.088 4.044
H104 3.978 4.692 6.932
H105 5.430 4.402 5.844
H106 4.371 3.068 6.430
H107 2.805 2.463 5.015
C43 -1.928 -6.929 2.681
C44 -1.015 -6.872 1.433
C45 0.446 -7.281 1.702
O15 -1.468 -7.758 0.433
H108 -2.945 -7.061 2.303
H109 -1.805 -6.061 3.394
H110 -1.711 -7.822 3.280
H111 -1.157 -5.812 1.159
H112 0.992 -7.205 0.758
H113 0.539 -8.298 2.078
H114 1.046 -6.619 2.401
H115 -2.074 -7.234 -0.126
C46 6.087 2.775 -1.279
C47 5.731 1.321 -1.706
C48 6.939 0.376 -1.426
O16 4.651 0.814 -0.930
H116 7.075 3.012 -1.690
H117 6.274 2.772 -0.201
H118 5.239 3.376 -1.613
H119 5.487 1.262 -2.741
H120 6.639 -0.679 -1.618
H121 7.251 0.464 -0.359
H122 7.787 0.693 -2.062
H123 4.290 1.502 -0.348
C49 -5.538 -5.810 -0.518
C50 -5.137 -4.857 -1.698
C51 -5.853 -3.475 -1.553
O17 -3.731 -4.560 -1.690
H124 -6.643 -6.122 -0.435
H125 -5.215 -5.468 0.520
H126 -4.895 -6.744 -0.644
H127 -5.372 -5.296 -2.654
H128 -5.477 -2.979 -0.663
H129 -6.958 -3.511 -1.613
H130 -5.543 -2.787 -2.420
H131 -3.247 -5.095 -2.357
C52 5.640 2.246 3.634
C53 5.178 0.827 3.516
C54 6.101 -0.294 4.026
O18 3.970 0.801 4.292
H132 5.684 2.377 4.683
H133 4.941 2.877 3.143
H134 6.646 2.419 3.256
H135 4.928 0.493 2.481
H136 6.433 -0.078 5.041
H137 6.986 -0.391 3.369
H138 5.674 -1.308 4.018
H139 3.375 0.156 3.857

## Properties
**E**: -102548.2256 eV
**HOMO level**: -8.340 eV
**HOMO-LUMO gap**: 8.9 eV
**Total charge**: 0
**ΔE to the lowest compared entry with this formula, charge and spin**: 82.7 kcal/mol

Look up the E of the second one.
-102548.2256 eV